{
  "formula": "CH3FIN",
  "method": "wB97M-V/def2-TZVPD",
  "spin_multiplicity": 1,
  "homo_ev": -10.08,
  "smiles": "C=NF.I",
  "de_lowest_ev": 2.418,
  "lumo_ev": 0.699,
  "symbols": ["N", "H", "F", "C", "I", "H", "H"],
  "coordinates": [[1.582378, 0.516899, 0.666753], [1.810728, -1.320546, 0.966206], [1.210139, 1.371815, -0.293769], [1.657038, -0.677388, 0.207045], [-2.941216, 0.274725, 0.116800], [1.488694, -0.890979, -0.889670], [-3.091070, 1.343424, -1.023130]],
  "forces_ev_per_a": [[0.2, -2.3, 0.8], [0.8, -2.6, 2.0], [-0.3, 1.4, -1.5], [-0.9, 3.5, -2.7], [0.1, -0.5, 0.6], [0.2, 0.0, 1.5], [-0.1, 0.5, -0.6]]
}

{
  "formula": "CH3FN2O2",
  "method": "wB97M-V/def2-TZVPD",
  "spin_multiplicity": 1,
  "homo_ev": -10.62,
  "smiles": "N=C=O.ONF",
  "de_lowest_ev": 0.369,
  "lumo_ev": 0.754,
  "symbols": ["O", "H", "C", "N", "H", "F", "H", "N", "O"],
  "coordinates": [[-1.445024, -1.079437, -0.318777], [0.724061, -1.554224, 0.387665], [-2.211197, -0.306757, 0.025349], [-3.086948, 0.467245, 0.225106], [2.461012, 0.050346, -0.747325], [0.969214, 1.089110, -0.451136], [-3.480937, 1.167149, 0.805826], [1.496676, -0.200582, -0.800994], [1.530552, -1.049811, 0.340663]],
  "forces_ev_per_a": [[2.2, -2.2, -0.6], [-0.9, -0.1, -0.6], [-1.8, 1.9, 0.6], [-0.6, 0.2, -0.2], [1.0, 0.3, -0.5], [-0.2, -0.4, 0.5], [0.2, 0.1, 0.3], [-0.5, -1.2, 0.8], [0.6, 1.5, -0.3]]
}

{
  "formula": "CH3FNO",
  "method": "wB97M-V/def2-TZVPD",
  "charge": -1,
  "spin_multiplicity": 1,
  "homo_ev": [-2.42, -3.06],
  "de_lowest_ev": 6.168,
  "lumo_ev": [4.692, 4.660],
  "symbols": ["C", "H", "N", "O", "H", "F", "H"],
  "coordinates": [[-0.151233, 0.008047, 0.214503], [0.298118, -0.658643, -0.589094], [-1.524333, -0.196258, 0.579567], [-2.543311, 1.330292, -0.469550], [0.503587, -0.110311, 1.206942], [-2.099119, -1.338012, 0.084649], [-0.176872, 0.993082, -0.251505]],
  "forces_ev_per_a": [[1.3, -1.3, 0.0], [-0.7, 0.3, 0.9], [-1.4, 2.4, 0.9], [1.1, -1.2, 0.6], [-1.1, 0.5, -2.1], [0.5, -1.1, -0.8], [0.4, 0.3, 0.5]]
}

{
  "formula": "CH3FNO2S",
  "method": "wB97M-V/def2-TZVPD",
  "charge": -1,
  "spin_multiplicity": 1,
  "homo_ev": -3.25,
  "de_lowest_ev": 1.721,
  "lumo_ev": 3.904,
  "symbols": ["O", "H", "O", "C", "H", "H", "N", "S", "F"],
  "coordinates": [[-1.442151, 0.546195, 0.132353], [0.346157, 0.296352, 0.108887], [-3.697630, -0.015602, 0.926600], [1.441499, 0.158524, 0.052643], [3.281729, 0.732734, 0.029020], [-2.034686, -1.501952, -0.020617], [2.249853, 1.091391, 0.129155], [-2.717893, -0.108048, -0.157705], [2.020651, -1.052734, 0.211360]],
  "forces_ev_per_a": [[1.6, 2.0, 0.4], [0.0, -0.8, -0.3], [-0.5, -0.1, 0.8], [0.8, 0.4, 1.5], [-2.5, 0.6, 0.6], [-1.4, 0.7, -0.2], [2.7, 1.4, -1.3], [0.2, -2.6, -1.0], [-0.9, -1.7, -0.5]]
}